1.
ORCA calculation (ωB97M-V with the def2-TZVPD basis set) on a structure of composition CBrClI2 at a distorted geometry.

Calculated values
* energy above the lowest of the compared OMol25 structures with the same formula, charge and spin: 1.412 eV
* DFT total energy: -99800.5585 eV
* maximum force: 1.62 eV/Å
* gap between HOMO and LUMO (spin up / spin down): 8.85 / 5.50 eV
* highest occupied orbital energy (spin up / spin down): -0.37255 / -0.31746 hartree
* M: 381.176 g mol⁻¹

CARTESIAN COORDINATES (ANGSTROEM)
C  0.61273  0.69928  0.44374
Cl  -0.87724  -0.03321  0.46968
Br  2.12166  -0.28661  1.03053
I  -2.83263  -2.39121  -0.76799
I  0.97549  2.01174  -1.17595

The computed natural (NBO) charges, all in e, follow: atom 1 (C): -0.438, atom 2 (Cl): 0.125, atom 3 (Br): 0.139, atom 4 (I): -0.051, atom 5 (I): 0.226

2.
ORCA calculation (ωB97M-V with the def2-TZVPD basis set) on an isolated molecule of CH4IOPS at a distorted geometry.

Calculated values
* 2S+1: 3
* energy above the lowest of the compared OMol25 structures with the same formula, charge and spin: 1.268 eV
* DFT total energy: -31372.2951 eV
* maximum force: 2.27 eV/Å
* gap between HOMO and LUMO (spin up / spin down): 7.08 / 5.54 eV
* highest occupied orbital energy (spin up / spin down): -0.23676 / -0.34500 hartree
* M: 221.987 g mol⁻¹

CARTESIAN COORDINATES (ANGSTROEM)
C  -0.83399  -0.70169  -0.72476
O  -0.04463  0.21176  1.50735
P  0.32803  0.51447  -0.07585
S  0.25922  2.39345  -0.53074
I  2.70985  -0.70443  -0.18975
H  -1.44748  -0.69862  0.18457
H  -1.18874  -0.08517  -1.52223
H  -0.26933  -1.67895  -0.79066
H  0.48706  0.74918  2.14206

Atom charges from the natural (NBO) analysis, given in e for atoms 1 to 8: atom 1 (C): -0.989, atom 2 (O): -1.006, atom 3 (P): 1.047, atom 4 (S): -0.219, atom 5 (I): -0.126, atom 6 (H): 0.257, atom 7 (H): 0.252, atom 8 (H): 0.277

3.
ORCA calculation (ωB97M-V with the def2-TZVPD basis set) on an isolated molecule of C3H9NS.

Calculated values
* energy above the lowest of the compared OMol25 structures with the same formula, charge and spin: 0.673 eV
* DFT total energy: -15581.6574 eV
* maximum force: 0.98 eV/Å
* SMILES: CNCSC
* gap between HOMO and LUMO: 9.55 eV
* highest occupied orbital energy: -0.30975 hartree
* M: 91.179 g mol⁻¹

CARTESIAN COORDINATES (ANGSTROEM)
C  0.20700  0.66875  2.27885
S  0.88806  0.86678  0.61320
H  -0.82108  1.02157  2.26866
H  0.86926  1.16046  2.98120
H  0.17511  -0.39342  2.53359
C  -1.06427  -1.23012  -2.25426
C  0.19484  -0.60255  -0.26678
N  -0.88544  -0.30891  -1.15142
H  -1.19926  -2.29808  -2.04665
H  -1.90442  -0.89856  -2.86004
H  -0.18094  -1.12361  -2.89241
H  1.05867  -0.97491  -0.80881
H  -0.05265  -1.33468  0.50867
H  -1.73232  -0.12267  -0.65012

Atom charges from the natural (NBO) analysis, given in e for atoms 1 to 8: atom 1 (C): -0.742, atom 2 (S): 0.159, atom 3 (H): 0.210, atom 4 (H): 0.232, atom 5 (H): 0.211, atom 6 (C): -0.413, atom 7 (C): -0.327, atom 8 (N): -0.636